1.
An isolated molecule of C4H6ClFO2 in a non-equilibrium geometry. Source: the Open Molecules 2025 dataset; level of theory: ωB97M-V/def2-TZVPD.

Kohn-Sham gap: 10.47 eV
energy relative to the best compared isomer or geometry (same formula, charge and spin): 0.0 kcal per mole
2S+1: 1
max |F|: 1.5 eV/Å
structure (SMILES): O[C@@H]1[C@H](O)[C@H]1[C@H](F)Cl
E_LUMO: 0.56 eV
charge: 0

Atoms and positions in Å:
Cl  2.914  -0.913  -0.236
F  2.118  1.527  -0.348
O  -1.889  0.885  -0.399
O  -1.343  -1.809  -0.433
C  -0.513  -0.984  0.300
C  -0.781  0.479  0.399
C  1.682  0.336  0.164
C  0.365  0.032  -0.404
H  -0.040  -1.507  1.135
H  -2.195  -1.331  -0.591
H  -0.545  1.007  1.330
H  -1.783  1.785  -0.746
H  1.638  0.371  1.282
H  0.373  0.122  -1.456

2.
A structure of composition C35H28BrN7O6S3V in a non-equilibrium geometry. Source: the Open Molecules 2025 dataset; level of theory: ωB97M-V/def2-TZVPD.

Kohn-Sham gap (spin up / spin down): 4.85 / 5.06 eV
energy relative to the best compared isomer or geometry (same formula, charge and spin): 19.8 kcal per mole
2S+1: 3
max |F|: 4.1 eV/Å
E_LUMO (spin up / spin down): -0.29 / -0.08 eV
charge: -1

Atoms and positions in Å:
Br  6.572  14.565  17.651
V  11.968  6.312  16.198
S  12.890  7.781  17.515
S  16.317  10.032  9.553
S  12.548  4.523  17.388
O  8.991  9.705  18.015
O  16.360  10.005  8.107
O  15.158  10.705  10.103
O  10.074  7.255  16.134
O  17.591  10.103  10.318
O  9.462  9.666  15.449
N  12.737  6.159  14.313
N  8.405  12.830  12.888
N  15.542  7.998  10.956
N  9.321  10.793  12.930
N  10.790  3.976  23.290
N  12.168  7.964  23.602
N  17.077  7.490  9.319
C  13.981  7.610  12.902
C  8.779  11.812  13.678
C  12.536  6.862  19.000
C  13.488  5.081  13.900
C  8.961  6.482  15.526
C  12.583  7.427  20.299
C  9.436  5.072  15.505
C  11.733  4.689  19.970
C  9.491  10.325  10.470
C  16.304  8.301  9.974
C  14.495  5.205  12.983
C  9.147  10.917  9.267
C  11.621  5.365  21.204
C  12.120  5.427  18.868
C  15.774  6.821  11.556
C  11.121  4.596  22.364
C  8.716  12.479  11.584
C  8.557  11.886  15.112
C  14.766  6.496  12.502
C  7.766  6.603  16.489
C  9.300  11.134  11.589
C  8.596  9.712  19.390
C  7.659  13.082  17.073
C  8.848  10.702  15.913
C  8.604  10.845  17.298
C  8.835  12.289  9.211
C  12.147  7.331  22.634
C  7.965  12.028  17.846
C  17.421  6.321  9.850
C  12.982  7.396  13.804
C  16.867  6.045  11.116
C  8.526  13.049  10.342
C  8.643  7.039  14.047
C  12.040  6.686  21.370
C  7.951  13.026  15.700
H  9.771  4.623  16.440
H  7.663  13.787  15.039
H  15.060  4.386  12.532
H  9.556  7.212  13.457
H  17.141  5.168  11.667
H  8.432  8.609  19.626
H  6.955  5.993  16.128
H  8.175  6.211  17.402
H  9.328  10.424  8.323
H  8.031  7.979  14.112
H  9.721  8.192  16.254
H  18.151  5.792  9.243
H  9.712  9.992  13.414
H  9.398  10.107  20.036
H  8.107  14.045  10.245
H  7.793  12.079  18.933
H  7.529  7.644  16.788
H  13.055  4.191  14.288
H  12.395  8.196  14.272
H  10.280  4.907  14.821
H  12.901  8.435  20.529
H  8.672  4.362  15.160
H  7.944  6.341  13.559
H  7.621  10.130  19.673
H  9.735  9.257  10.495
H  8.891  12.777  8.226
H  11.540  3.631  19.845
H  14.210  8.582  12.437

3.
A cluster of 3 separate species, C4H6Cl8 in total in a non-equilibrium geometry. Source: the Open Molecules 2025 dataset; level of theory: ωB97M-V/def2-TZVPD.

Kohn-Sham gap: 11.11 eV
energy relative to the best compared isomer or geometry (same formula, charge and spin): 15.2 kcal per mole
2S+1: 1
max |F|: 2.2 eV/Å
structure (SMILES): ClC(Cl)Cl.ClC(Cl)Cl.ClCCCl
E_LUMO: 0.39 eV
charge: 0

Atoms and positions in Å:
Cl  2.673  0.600  -0.021
Cl  2.653  3.536  0.026
Cl  -4.234  6.191  1.836
Cl  -2.959  6.751  4.303
Cl  0.283  1.929  -0.891
Cl  -1.736  4.665  2.634
Cl  2.892  -5.504  -1.500
Cl  -0.482  -4.811  -0.420
C  0.203  -5.005  -2.004
C  1.661  -4.434  -2.212
C  -3.268  5.481  3.147
C  1.677  2.070  0.241
H  -3.950  4.789  3.642
H  1.914  -4.330  -3.267
H  -0.508  -4.447  -2.614
H  1.374  1.969  1.283
H  0.111  -6.021  -2.387
H  1.695  -3.428  -1.794

4.
A cluster of 14 separate species, C80H184N8O14 in total in a non-equilibrium geometry. Source: the Open Molecules 2025 dataset; level of theory: ωB97M-V/def2-TZVPD.

Kohn-Sham gap: 8.67 eV
2S+1: 1
max |F|: 3.9 eV/Å
E_LUMO: 0.52 eV
charge: 0

Atoms and positions in Å:
O  3.101  1.116  3.252
O  -0.360  4.207  2.620
O  -6.494  -2.216  -1.469
O  -2.465  1.547  -3.042
O  0.204  1.611  2.023
O  2.363  4.041  -5.092
O  -3.370  -5.670  6.315
O  4.404  -1.148  2.952
O  6.579  0.596  1.665
O  -0.452  -4.975  -0.589
O  3.390  1.653  -6.282
O  -1.533  -6.315  -3.101
O  -2.373  1.184  5.311
O  2.056  9.117  2.377
N  -2.694  2.293  -4.256
N  2.946  8.665  1.420
N  -3.108  -5.953  4.981
N  7.145  -0.303  0.654
N  -0.361  0.877  0.891
N  -2.634  -5.827  -3.824
N  -7.660  -2.558  1.161
N  0.607  0.317  7.408
C  3.677  -3.528  2.378
C  -1.120  -5.838  -5.717
C  0.987  8.147  -0.237
C  -1.198  1.389  6.149
C  -3.747  -5.402  -2.932
C  1.654  0.105  -7.098
C  4.173  7.661  3.085
C  1.458  5.351  -3.383
C  -5.006  2.811  -3.381
C  -1.204  -0.166  1.427
C  8.429  -1.544  2.330
C  5.403  0.313  -1.030
C  -0.640  0.070  6.678
C  -2.786  -4.917  2.858
C  -3.468  1.977  -6.586
C  1.968  10.309  -0.213
C  -1.304  5.019  0.546
C  3.891  6.911  -0.747
C  -4.800  -4.795  -3.908
C  1.199  1.844  -0.579
C  -1.764  -0.935  0.155
C  -2.981  1.251  -5.358
C  1.050  -6.772  -1.138
C  -3.902  -7.070  2.833
C  2.536  -0.112  -4.800
C  0.675  0.511  -0.148
C  -2.496  5.178  2.769
C  2.944  0.353  -6.237
C  3.462  7.334  1.803
C  7.550  -0.658  -1.723
C  -3.970  4.004  -5.322
C  -1.049  -3.799  -4.107
C  1.864  -0.367  0.410
C  4.467  6.824  0.676
C  -1.482  -4.234  4.791
C  -4.013  -8.295  5.053
C  -0.091  -0.071  -1.341
C  -2.887  -4.640  4.337
C  9.002  -1.708  -0.006
C  -2.471  0.481  1.891
C  -4.003  0.144  -4.935
C  -2.011  -4.899  -4.774
C  -3.044  -4.199  -5.557
C  1.044  -5.997  1.181
C  3.058  -2.319  4.515
C  -6.441  -1.892  0.882
C  -4.133  -6.898  4.380
C  8.479  -0.725  1.047
C  -4.295  -6.690  -2.284
C  -5.581  -6.490  4.570
C  -6.677  -1.624  -2.733
C  -4.198  -3.644  -4.733
C  0.167  -6.184  -0.049
C  -0.746  -1.371  -0.954
C  2.359  8.823  0.062
C  3.861  1.954  4.132
C  -3.706  3.302  -3.953
C  2.380  6.282  2.054
C  9.377  0.451  1.267
C  1.705  3.870  -3.867
C  7.483  1.649  -0.937
C  -1.617  -0.728  7.614
C  3.339  8.341  -1.088
C  -4.526  3.097  -6.425
C  3.024  2.692  5.116
C  6.919  0.240  -0.711
C  -3.922  -5.695  2.200
C  -5.243  -2.851  1.082
C  -2.821  2.464  4.919
C  -6.419  -1.199  -0.437
C  8.954  -1.227  -1.479
C  -1.165  5.285  1.994
C  -3.891  -3.488  4.571
C  4.666  3.043  3.357
C  0.388  3.168  -4.078
C  -3.411  -4.428  -1.817
C  -2.955  4.328  -3.088
C  4.138  -2.484  3.427
C  -1.633  0.660  -5.598
C  -0.586  -1.245  2.348
H  -7.266  -0.510  -0.553
H  5.260  0.749  -2.058
H  -1.183  -5.603  -2.487
H  -4.912  -3.142  -5.401
H  1.789  0.436  -8.196
H  5.033  2.668  2.432
H  -3.115  6.005  2.470
H  0.644  5.777  -4.011
H  0.739  -0.333  8.192
H  2.830  5.512  2.674
H  -3.013  -4.861  -0.912
H  -4.341  -2.223  0.867
H  -3.628  5.192  -2.980
H  0.396  2.395  -1.089
H  -2.009  5.706  0.061
H  -3.468  -2.569  4.152
H  5.478  3.470  3.960
H  -4.311  -5.366  6.411
H  0.530  4.406  2.250
H  7.425  2.285  -0.057
H  1.769  -5.177  1.124
H  3.093  6.211  -0.749
H  -5.795  3.557  -3.379
H  -5.102  -3.269  2.069
H  -3.202  -0.316  2.166
H  -1.547  1.471  -2.841
H  2.242  10.031  2.541
H  -1.009  1.530  -5.681
H  -3.059  4.475  -5.650
H  8.952  1.210  1.930
H  9.793  0.871  0.307
H  0.122  8.485  0.377
H  1.641  0.423  -4.544
H  -1.785  -6.615  -6.043
H  3.538  8.050  3.909
H  -2.790  -3.595  -2.152
H  10.043  -2.014  0.274
H  -0.745  -5.267  -6.538
H  4.120  9.077  -1.336
H  -5.047  -5.615  -4.671
H  -1.471  2.039  6.970
H  -4.548  3.751  -7.303
H  -2.334  5.109  3.808
H  4.721  5.811  0.992
H  4.625  6.591  -1.465
H  1.476  -6.944  1.487
H  1.845  10.367  -1.285
H  -5.102  -6.460  -1.552
H  -0.403  1.859  5.462
H  -0.564  -3.222  -4.897
H  1.375  -7.752  -0.923
H  -6.318  -7.016  3.976
H  2.170  -1.813  4.087
H  4.984  8.437  2.993
H  -0.285  -6.313  -5.206
H  -2.491  -0.344  -0.425
H  -1.221  -3.272  4.358
H  1.265  5.570  -2.336
H  -4.879  -3.565  4.167
H  0.611  -0.191  -2.137
H  -0.728  -4.855  4.430
H  -3.033  3.155  5.702
H  1.856  -0.082  1.488
H  -3.008  -8.725  4.924
H  3.776  3.125  5.758
H  6.880  2.242  -1.610
H  0.850  0.679  -6.700
H  -0.198  3.218  -3.163
H  4.625  6.715  3.408
H  -0.077  -0.807  3.167
H  1.645  2.458  0.229
H  8.361  -2.598  -0.038
H  -4.809  -8.926  4.734
H  -0.058  -2.017  1.817
H  2.060  1.766  -1.260
H  -0.858  0.623  -1.660
H  -6.097  -2.134  -3.370
H  -2.364  -1.749  0.613
H  1.142  10.562  0.420
H  3.248  0.110  -4.049
H  2.538  3.105  -5.408
H  -0.232  -4.322  -3.650
H  1.476  6.690  2.552
H  -5.186  -3.666  0.381
H  2.376  -1.198  -4.840
H  1.662  -1.479  0.360
H  -5.947  -6.683  5.567
H  -1.619  3.994  0.290
H  5.161  -2.838  3.886
H  -4.999  0.537  -4.718
H  4.908  -0.671  -1.073
H  2.203  1.399  3.067
H  3.823  -0.197  -6.613
H  -2.083  4.574  -3.700
H  -0.003  -2.102  -0.562
H  7.837  -1.110  3.163
H  -4.882  2.307  -2.415
H  -4.055  -3.137  5.615
H  -8.503  -1.929  1.315
H  -0.847  -4.518  0.196
H  -3.626  -0.319  -4.015
H  -3.394  -4.760  -6.413
H  -1.243  -1.864  -1.819
H  10.291  -0.012  1.773
H  -3.045  4.244  2.498
H  -2.596  -3.930  2.436
H  5.349  7.392  0.763
H  -1.096  -1.440  8.288
H  2.067  5.834  1.148
H  -5.473  2.024  -4.014
H  1.112  7.076  -0.046
H  3.444  -1.667  5.333
H  -6.382  -0.570  -2.790
H  2.349  5.930  -3.658
H  4.525  1.283  4.684
H  -1.646  0.046  -6.493
H  4.301  -3.441  1.471
H  -5.630  -4.438  -3.319
H  -5.482  2.654  -6.311
H  -3.889  -2.835  -4.046
H  -4.770  -7.606  2.466
H  -4.630  4.781  -5.102
H  0.422  -5.595  2.074
H  -2.258  -0.045  8.201
H  -1.282  0.122  -4.657
H  -1.451  -1.744  2.801
H  -4.390  -4.036  -1.537
H  -2.502  -3.448  -6.143
H  -3.848  -5.831  1.134
H  -2.256  -1.359  7.031
H  2.400  3.397  4.672
H  -3.848  1.178  -7.246
H  -4.949  -5.283  2.280
H  9.464  -1.856  2.654
H  9.723  -0.533  -1.525
H  2.437  2.048  5.751
H  -0.158  3.665  -4.890
H  2.722  -3.336  4.915
H  -0.765  6.290  2.183
H  5.828  0.091  1.957
H  -0.375  5.108  0.043
H  6.875  -1.514  -1.991
H  -6.350  -1.102  1.627
H  -2.458  1.078  2.781
H  -0.346  2.420  2.110
H  -0.452  -0.435  5.770
H  -1.380  -3.061  -3.358
H  2.704  8.332  -1.966
H  -1.312  -4.057  5.877
H  7.650  -0.011  -2.659
H  -4.037  -0.584  -5.738
H  -3.742  2.203  4.358
H  -1.861  -5.548  2.669
H  -5.415  -0.639  -0.584
H  3.752  -0.532  3.310
H  -2.131  2.926  4.172
H  4.874  0.931  -0.297
H  1.373  -0.955  -7.117
H  3.655  -4.516  2.821
H  -4.287  -8.156  6.102
H  0.474  -6.746  -2.044
H  -2.778  1.023  1.006
H  -2.692  2.574  -7.040
H  -0.606  -6.976  0.169
H  2.821  -0.218  -0.095
H  -2.554  4.016  -2.076
H  -4.730  -7.292  -3.069
H  2.636  -3.283  2.072
H  -3.638  -7.320  -1.735
H  -7.979  -3.251  0.488
H  0.524  2.109  -4.313
H  9.163  -2.070  -2.154
H  -5.653  -5.435  4.300
H  1.410  0.509  6.823
H  7.927  -2.492  2.148
H  -2.969  -7.572  2.628
H  2.285  3.320  -3.115
H  8.501  1.632  -1.428
H  3.994  3.916  3.141
H  2.792  11.033  -0.044
H  3.559  1.817  -7.208
H  -7.753  -1.752  -3.058
H  1.943  -6.148  -1.179
H  0.735  8.173  -1.266

5.
A structure of composition C4H6O in a non-equilibrium geometry. Source: the Open Molecules 2025 dataset; level of theory: ωB97M-V/def2-TZVPD.

Kohn-Sham gap: 10.08 eV
energy relative to the best compared isomer or geometry (same formula, charge and spin): 48.1 kcal per mole
2S+1: 1
max |F|: 1.6 eV/Å
E_LUMO: 1.18 eV
charge: 0

Atoms and positions in Å:
O  -0.119  -1.119  -1.007
C  -0.215  0.083  0.759
C  -1.190  -0.485  -0.264
C  0.825  -0.574  -0.096
C  0.746  0.928  -0.002
H  -1.704  0.263  -0.882
H  0.504  1.433  -0.927
H  -0.358  0.131  1.831
H  1.872  -0.803  -0.140
H  -1.916  -1.204  0.127
H  1.554  1.345  0.601